1.
Entry from the OMol25 dataset: a single CCl2FN molecule in a non-equilibrium geometry (the ωB97M-V functional and the def2-TZVPD basis).

The total energy is -1112.786836 hartree. For the HOMO energy (alpha / beta), the calculation gives -0.28375 / -0.40034 Ha. For the molar mass, the calculation gives 115.92 g mol⁻¹. For the HOMO-LUMO gap (alpha / beta), the calculation gives 8.392 / 7.494 eV.

Structure (ORCA input):
```
! RIJCOSX wB97M-V def2-TZVPD def2/J DEFGRID3
* xyz 0 3
C -0.6042 -0.7797 0.0515
N -1.4676 0.0460 0.0366
F -1.3191 1.4353 -0.0678
Cl 0.9591 -1.0068 0.0280
Cl 2.4318 0.3051 -0.0483
*
```

=====

2.
Entry from the OMol25 dataset: a single C2H4N2S2 molecule in a non-equilibrium geometry (the ωB97M-V functional and the def2-TZVPD basis).

The total energy is -984.358288 hartree. For the HOMO energy, the calculation gives -0.32041 Ha. For the molar mass, the calculation gives 120.20 g mol⁻¹. For the HOMO-LUMO gap, the calculation gives 7.649 eV.

Structure (ORCA input):
```
! RIJCOSX wB97M-V def2-TZVPD def2/J DEFGRID3
* xyz 0 1
N -2.6114 -1.1109 -1.2940
N -1.8280 -0.4100 -0.2943
C -0.5794 -0.4000 -0.7409
C 0.5354 0.1035 -0.0009
S 1.8499 0.7766 -0.6339
S 0.4145 0.1147 1.8163
H -3.8289 -0.9995 -1.3388
H -2.0041 -1.2635 -2.3552
H -0.4201 -0.5256 -1.8094
H 1.3613 0.9534 2.1554
*
```

=====

3.
Entry from the OMol25 dataset: 2 unconnected molecules or ions with the total composition C3H10O in a non-equilibrium geometry (the ωB97M-V functional and the def2-TZVPD basis).

The total energy is -195.496282 hartree. For the HOMO energy, the calculation gives -0.37643 Ha. For the molar mass, the calculation gives 62.11 g mol⁻¹. For the HOMO-LUMO gap, the calculation gives 11.187 eV.

Structure (ORCA input):
```
! RIJCOSX wB97M-V def2-TZVPD def2/J DEFGRID3
* xyz 0 1
C 1.5743 0.9590 0.3284
C 1.8807 -0.5053 0.1355
H 2.4236 1.5965 0.5587
H 0.9684 1.4293 -0.4434
H 0.9424 1.0972 1.2078
H 2.7077 -0.9071 0.7236
H 2.2398 -0.6981 -0.8692
H 1.0229 -1.1366 0.3545
C -2.5497 -0.2611 -0.6149
O -1.7276 -0.0280 0.5374
H -2.9577 -1.2639 -0.6535
H -1.9510 -0.0795 -1.5162
H -3.1648 0.6394 -0.6485
H -1.4088 -0.8420 0.8998
*
```

=====

4.
Entry from the OMol25 dataset: a molecular structure, C48H47IrN3SSi in a non-equilibrium geometry (the ωB97M-V functional and the def2-TZVPD basis).

The total energy is -2813.380258 hartree. For the HOMO energy, the calculation gives -0.40609 Ha. For the molar mass, the calculation gives 918.30 g mol⁻¹. For the HOMO-LUMO gap, the calculation gives 7.655 eV.

Structure (ORCA input):
```
! RIJCOSX wB97M-V def2-TZVPD def2/J DEFGRID3
* xyz 1 1
Ir 0.2672 0.8358 0.1728
C 1.1768 0.7887 3.7440
C 1.1794 1.5731 2.4609
C 0.2354 2.6180 2.2388
C -0.7383 3.0238 3.3140
C 0.3435 3.4596 1.1183
C -0.5853 4.6400 1.0440
C 1.3954 3.2846 0.1835
C 1.6504 4.2693 -0.9257
C 2.2775 2.2073 0.3573
C 3.4086 2.0128 -0.6195
C 2.1978 1.3661 1.5219
C 3.3183 0.3940 1.8098
H 1.7769 1.3148 4.4923
H 1.6057 -0.2011 3.6103
H 0.1811 0.6484 4.1500
H -1.7689 3.0113 2.9630
H -0.5255 4.0513 3.6167
H -0.6814 2.3992 4.1957
H -0.2585 5.4097 1.7484
H -1.6004 4.3684 1.3250
H -0.6217 5.0871 0.0590
H 1.5504 3.8083 -1.9104
H 2.6672 4.6562 -0.8466
H 0.9779 5.1174 -0.8978
H 4.2989 2.5481 -0.2814
H 3.1572 2.3975 -1.6038
H 3.6747 0.9648 -0.7293
H 3.0906 -0.6250 1.5002
H 3.5326 0.3649 2.8754
H 4.2363 0.6884 1.3106
S 1.6663 -3.7498 -4.1371
C 1.6397 -2.4765 -2.9164
C 1.4380 -1.1567 -3.3135
C 1.2993 -0.1860 -2.3535
N 1.3326 -0.4294 -1.0241
C 1.6257 -1.6919 -0.6680
C 1.7884 -2.7253 -1.5608
C 3.0346 -4.7244 -3.5465
C 2.8136 -5.8284 -2.7360
C 3.9130 -6.5577 -2.3053
N 5.1650 -6.2626 -2.6328
C 5.3576 -5.2135 -3.4246
C 4.3348 -4.4126 -3.9096
H 1.3804 -0.8935 -4.3595
H 1.2063 0.8539 -2.6215
H 1.7565 -1.8634 0.3866
H 2.0057 -3.7124 -1.1829
H 1.8109 -6.1215 -2.4571
H 3.7746 -7.4233 -1.6684
H 6.3857 -4.9999 -3.6910
H 4.5487 -3.5706 -4.5522
C -5.9355 0.3277 0.2197
C -5.0297 1.3318 0.5313
C -3.6988 1.0138 0.7281
C -3.2100 -0.2975 0.6279
C -4.1563 -1.2853 0.3593
C -5.4949 -0.9810 0.1453
Si -1.4022 -0.6955 1.0812
C -0.9796 -2.4507 0.4928
C -0.0030 -3.2169 1.1435
C 0.2759 -4.5249 0.7851
C -0.4109 -5.1113 -0.2682
C -1.3462 -4.3665 -0.9678
C -1.6240 -3.0606 -0.5858
C -1.5999 -0.7528 2.9835
C -2.3075 0.2768 3.6136
C -2.5261 0.3017 4.9819
C -2.0412 -0.7223 5.7790
C -1.3770 -1.7807 5.1829
C -1.1681 -1.7966 3.8115
H -6.9769 0.5654 0.0510
H -5.3625 2.3575 0.6196
H -3.0141 1.8243 0.9718
H -3.8685 -2.3269 0.3499
H -6.1962 -1.7753 -0.0700
H 0.5750 -2.7767 1.9468
H 1.0227 -5.0895 1.3282
H -0.2152 -6.1400 -0.5406
H -1.8694 -4.8041 -1.8071
H -2.3441 -2.5009 -1.1688
H -2.7340 1.0714 3.0238
H -3.0886 1.1144 5.4232
H -2.2061 -0.7103 6.8481
H -1.0257 -2.6076 5.7862
H -0.6894 -2.6656 3.3963
C -1.2320 1.0472 -1.3145
C -1.1034 2.2488 -2.2115
C -1.6911 3.4446 -1.7796
C -1.6628 4.5920 -2.5467
C -1.0325 4.5710 -3.7906
C -0.4943 3.3810 -4.2747
C -0.5469 2.2357 -3.4972
C -0.9500 5.7723 -4.5755
N -0.8731 6.7398 -5.1889
H -1.2925 0.1275 -1.9084
H -2.1799 1.1389 -0.8064
H -2.2086 3.4557 -0.8301
H -2.1337 5.5022 -2.1994
H -0.0621 3.3515 -5.2650
H -0.2066 1.3092 -3.9380
*
```

=====

5.
Entry from the OMol25 dataset: 2 unconnected molecules or ions with the total composition C6H8N in a non-equilibrium geometry (the ωB97M-V functional and the def2-TZVPD basis).

The total energy is -287.645743 hartree. For the HOMO energy (alpha / beta), the calculation gives -0.52852 / -0.52683 Ha. For the molar mass, the calculation gives 94.14 g mol⁻¹. For the HOMO-LUMO gap (alpha / beta), the calculation gives 8.559 / 8.449 eV.

Structure (ORCA input):
```
! RIJCOSX wB97M-V def2-TZVPD def2/J DEFGRID3
* xyz 1 1
C 0.6108 0.0453 -0.4908
C -2.3072 -0.3811 -0.5748
C 2.7651 0.4525 -0.2194
C 1.8370 -0.3297 -0.9580
C 1.5043 0.2325 0.5714
C -2.3145 0.2600 0.8181
N -1.4513 -0.6235 -1.3963
H -3.2888 -0.8178 -0.9967
H 3.5847 -0.1322 0.2313
H 2.8791 1.5006 -0.6367
H 2.0919 -1.3122 -1.5223
H 1.3071 -0.2158 1.6282
H -2.7882 1.1305 0.6823
H -2.9978 -0.3266 1.5034
H -1.4322 0.5176 1.3605
*
```

=====

6.
Entry from the OMol25 dataset: a molecular structure, C27H37Cl3N4RuSi4Te (the ωB97M-V functional and the def2-TZVPD basis).

The total energy is -4171.011181 hartree. For the HOMO energy (alpha / beta), the calculation gives -0.50797 / -0.50801 Ha. For the molar mass, the calculation gives 864.99 g mol⁻¹. For the HOMO-LUMO gap (alpha / beta), the calculation gives 5.191 / 5.189 eV.

Structure (ORCA input):
```
! RIJCOSX wB97M-V def2-TZVPD def2/J DEFGRID3
* xyz 2 1
Ru 2.7246 -0.8071 -0.7544
N -1.8172 -5.2257 7.3131
C -1.2973 -4.7326 6.4164
C -0.6511 -4.1105 5.2923
C 0.4914 -4.6869 4.7415
C 1.1014 -4.0938 3.6510
C 0.5882 -2.9106 3.1199
C -0.5473 -2.3307 3.6858
C -1.1735 -2.9336 4.7614
C 1.2361 -2.2665 1.9568
C 1.6867 -0.9640 2.0897
C 1.7351 -0.1847 3.2777
C 2.3222 1.0176 2.9671
C 2.6363 0.9625 1.6000
N 2.2627 -0.2015 1.0641
C 1.3548 -3.0152 0.7637
C 0.9033 -4.3025 0.5036
C 1.2425 -4.6200 -0.8255
C 1.8722 -3.5174 -1.3428
N 1.9579 -2.5235 -0.3975
H 0.8951 -5.5935 5.1703
H 1.9955 -4.5348 3.2296
H -0.9517 -1.4166 3.2684
H -2.0635 -2.4991 5.1950
H 1.3982 -0.5162 4.2459
H 2.5345 1.8397 3.6299
H 3.1227 1.7185 1.0033
H 0.3786 -4.9360 1.1996
H 1.0439 -5.5436 -1.3427
H 2.2633 -3.3667 -2.3391
C -1.6261 -1.7261 -0.3696
Si -2.3653 -0.5323 -1.6012
C -2.4926 -1.2836 -3.3009
C -3.9879 0.1764 -1.0095
Si -0.9940 1.4429 -1.6798
Te 1.2162 0.3612 -2.2790
Si -0.9877 2.7243 0.3117
C -1.1483 1.5456 1.7526
C 0.5834 3.7355 0.3587
C -2.4852 3.8279 0.1613
Si -1.3152 2.6687 -3.7125
C -0.6570 1.7108 -5.1735
C -0.4540 4.3128 -3.5183
C -3.1707 2.8610 -3.7984
H -2.3236 -2.5476 -0.1860
H -1.4155 -1.2421 0.5869
H -0.6983 -2.1590 -0.7509
H -3.1446 -2.1602 -3.2625
H -1.5234 -1.6092 -3.6839
H -2.9261 -0.5849 -4.0183
H -4.7399 -0.6176 -0.9908
H -4.3584 0.9621 -1.6702
H -3.9109 0.5827 0.0005
H -0.3873 0.7650 1.7173
H -2.1307 1.0670 1.7479
H -1.0424 2.0800 2.6999
H 1.4740 3.1110 0.2923
H 0.6356 4.3027 1.2915
H 0.6115 4.4497 -0.4661
H -3.4088 3.2592 0.0393
H -2.3956 4.5191 -0.6789
H -2.5860 4.4280 1.0694
H 0.4320 1.6319 -5.1814
H -0.9446 2.2313 -6.0909
H -1.0749 0.7038 -5.2233
H 0.6230 4.2020 -3.3761
H -0.8533 4.8806 -2.6758
H -0.6074 4.9126 -4.4191
H -3.6711 1.9024 -3.9479
H -3.4279 3.5001 -4.6473
H -3.5818 3.3281 -2.9014
Cl 7.8240 0.6222 0.1598
C 6.7061 1.6299 -0.7503
Cl 6.4102 3.1673 0.0643
Cl 7.2428 1.8697 -2.4066
C 5.4161 0.9178 -0.7963
N 4.4158 0.3642 -0.8308
*
```

=====

7.
Entry from the OMol25 dataset: a molecular structure, C13H11Cl2CsN3O4S in a non-equilibrium geometry (the ωB97M-V functional and the def2-TZVPD basis).

The total energy is -2305.924307 hartree. For the HOMO energy (alpha / beta), the calculation gives 0.06273 / -0.02396 Ha. For the molar mass, the calculation gives 509.13 g mol⁻¹. For the HOMO-LUMO gap (alpha / beta), the calculation gives 2.079 / 4.390 eV.

Structure (ORCA input):
```
! RIJCOSX wB97M-V def2-TZVPD def2/J DEFGRID3
* xyz -2 2
Cs 0.2941 -0.2565 -0.0588
Cl -7.0158 2.6446 1.4170
C -5.4989 2.0057 0.7317
C -5.2417 2.2071 -0.6184
C -4.0314 1.6794 -1.1278
Cl -3.7017 1.9582 -2.8432
C -3.0532 0.9863 -0.3799
O -1.9578 0.5598 -0.8807
C -3.3871 0.8074 1.0541
C -2.5375 0.1381 1.9674
O -1.4162 -0.4423 1.7645
C -4.6269 1.3301 1.5512
H -5.9355 2.7362 -1.2565
H -2.9455 0.1264 3.0010
H -4.8638 1.1954 2.6019
O 2.4268 -1.9745 0.5832
N 2.7761 -2.8691 -0.2850
C 3.0010 -4.1358 0.1398
C 3.3412 -5.1628 -0.7028
C 3.4614 -4.8864 -2.0669
C 3.2564 -3.6046 -2.5018
C 2.9300 -2.5293 -1.6312
S 2.7388 -0.9222 -2.1689
H 2.8619 -4.2501 1.2041
H 3.4901 -6.1531 -0.2955
H 3.7086 -5.6716 -2.7730
H 3.3387 -3.3482 -3.5483
N 1.6190 4.0505 1.6664
C 2.1013 3.0577 0.8311
N 3.2839 3.3766 0.1846
O 1.5410 2.0000 0.6762
H 2.3119 4.5772 2.1724
H 0.8444 3.7287 2.2269
H 3.3783 4.3379 -0.1005
H 3.5083 2.7030 -0.5340
*
```

=====

8.
Entry from the OMol25 dataset: a single C11H23N5O3 molecule in a non-equilibrium geometry (the ωB97M-V functional and the def2-TZVPD basis).

The total energy is -932.268256 hartree. For the HOMO energy, the calculation gives -0.35052 Ha. For the molar mass, the calculation gives 273.34 g mol⁻¹. For the HOMO-LUMO gap, the calculation gives 9.747 eV.

Structure (ORCA input):
```
! RIJCOSX wB97M-V def2-TZVPD def2/J DEFGRID3
* xyz 0 1
H 3.0359 -2.0125 1.0803
N 4.0631 -2.0522 1.5331
C 4.5705 -0.9039 1.4593
N 5.4945 -0.6442 2.6012
N 4.4690 0.2915 0.5762
C 3.1250 0.1563 0.2359
C 2.6005 1.6285 -0.2510
C 1.4673 1.5985 -1.3242
C 0.0401 1.5563 -0.5912
N -1.1748 1.5849 -1.3927
C -2.2527 0.7039 -1.5461
O -3.1262 0.9735 -2.3636
C -2.2271 -0.5024 -0.5437
N -2.2904 0.0449 0.8739
C -3.1648 -1.6438 -1.0179
C -4.6724 -1.2150 -0.8042
C -3.2237 -2.9316 -0.1194
C -0.2542 2.7689 0.3931
O 0.3921 3.7733 0.3443
O -1.3031 2.6272 1.1656
H 6.4100 0.0116 2.4290
H 5.9250 -1.4376 3.1074
H 4.4769 0.9703 1.3838
H 3.0581 -0.5680 -0.6201
H 2.4653 -0.4203 1.0618
H 2.2533 2.1697 0.8266
H 3.5254 2.1734 -0.8104
H 1.5873 0.7603 -2.1665
H 1.4473 2.4642 -2.0850
H 0.2347 0.4931 -0.0326
H -1.1853 2.1645 -2.2746
H -1.2156 -0.8120 -0.5187
H -3.3185 0.4336 1.1044
H -2.0568 -0.8574 1.4002
H -2.6862 -2.0129 -1.9619
H -4.9376 -0.0933 -1.1112
H -5.3926 -1.7915 -1.5676
H -5.0158 -1.1998 0.2470
H -2.0961 -3.2295 0.1467
H -3.6837 -3.6856 -0.8875
H -3.7313 -3.0677 0.8973
H -1.6322 1.7325 1.1228
*
```

=====

9.
Entry from the OMol25 dataset: a molecular structure, C24H26ClMnN4O3S2 (the ωB97M-V functional and the def2-TZVPD basis).

The total energy is -3782.541988 hartree. For the HOMO energy (alpha / beta), the calculation gives -0.28720 / -0.29101 Ha. For the molar mass, the calculation gives 573.02 g mol⁻¹. For the HOMO-LUMO gap (alpha / beta), the calculation gives 7.167 / 7.756 eV.

Structure (ORCA input):
```
! RIJCOSX wB97M-V def2-TZVPD def2/J DEFGRID3
* xyz 0 5
Mn 0.0566 -0.3534 0.1489
C 4.0243 1.3832 0.8116
C 2.7535 0.6108 1.0378
N 1.9885 0.2932 0.0373
N 2.4822 0.6721 -1.2184
C 1.7136 0.3834 -2.2008
S 0.1993 -0.4599 -2.1382
S 2.2302 0.8062 -3.8388
C 3.2923 2.2554 -3.5124
C 2.4995 3.5265 -3.3760
C 2.3723 4.3822 -4.4646
C 1.6037 5.5324 -4.3763
C 0.9454 5.8373 -3.1945
C 1.0695 4.9930 -2.1013
C 1.8477 3.8502 -2.1880
C 2.4231 0.2356 2.4181
C 3.4309 0.3014 3.3972
C 3.1943 -0.0238 4.7136
C 1.9096 -0.4119 5.0949
C 0.8994 -0.4908 4.1673
C 1.1365 -0.1932 2.8127
O 0.1244 -0.3232 1.9879
H 3.9676 1.9537 -0.1074
H 4.8688 0.6971 0.7232
H 4.2101 2.0483 1.6497
H 3.9597 2.3115 -4.3729
H 3.8893 2.0302 -2.6321
H 2.8749 4.1414 -5.3936
H 1.5147 6.1872 -5.2322
H 0.3349 6.7273 -3.1265
H 0.5467 5.2080 -1.1805
H 1.9208 3.1947 -1.3348
H 4.4270 0.6012 3.1110
H 3.9932 0.0284 5.4384
H 1.7031 -0.6555 6.1296
H -0.1014 -0.7888 4.4438
N -0.5000 -2.4461 0.1901
C -1.3799 -3.1954 0.2185
N -2.3769 -4.0309 0.2480
C -2.5954 -4.9192 1.3906
C -4.0574 -4.8652 1.8041
C -4.9619 -5.1533 0.6098
C -4.6903 -4.1614 -0.5167
C -3.2288 -4.2037 -0.9332
H -1.9277 -4.6064 2.1926
H -2.3185 -5.9375 1.0927
H -4.2744 -3.8682 2.1967
H -4.2286 -5.5795 2.6106
H -6.0099 -5.1183 0.9050
H -4.7696 -6.1692 0.2496
H -4.9337 -3.1487 -0.1862
H -5.3107 -4.3794 -1.3876
H -2.9847 -3.4098 -1.6380
H -2.9863 -5.1655 -1.4000
Cl -2.6087 4.0298 0.0041
C -2.9346 2.2869 0.0203
C -1.6976 1.4195 0.0449
O -1.9377 0.1635 0.0682
O -0.5439 1.8648 0.0479
H -3.5149 2.0400 -0.8669
H -3.5339 2.0622 0.9010
*
```

=====

What did the seventh record say?
Entry from the OMol25 dataset: a molecular structure, C13H11Cl2CsN3O4S in a non-equilibrium geometry (the ωB97M-V functional and the def2-TZVPD basis).

The total energy is -2305.924307 hartree. For the HOMO energy (alpha / beta), the calculation gives 0.06273 / -0.02396 Ha. For the molar mass, the calculation gives 509.13 g mol⁻¹. For the HOMO-LUMO gap (alpha / beta), the calculation gives 2.079 / 4.390 eV.

Structure (ORCA input):
```
! RIJCOSX wB97M-V def2-TZVPD def2/J DEFGRID3
* xyz -2 2
Cs 0.2941 -0.2565 -0.0588
Cl -7.0158 2.6446 1.4170
C -5.4989 2.0057 0.7317
C -5.2417 2.2071 -0.6184
C -4.0314 1.6794 -1.1278
Cl -3.7017 1.9582 -2.8432
C -3.0532 0.9863 -0.3799
O -1.9578 0.5598 -0.8807
C -3.3871 0.8074 1.0541
C -2.5375 0.1381 1.9674
O -1.4162 -0.4423 1.7645
C -4.6269 1.3301 1.5512
H -5.9355 2.7362 -1.2565
H -2.9455 0.1264 3.0010
H -4.8638 1.1954 2.6019
O 2.4268 -1.9745 0.5832
N 2.7761 -2.8691 -0.2850
C 3.0010 -4.1358 0.1398
C 3.3412 -5.1628 -0.7028
C 3.4614 -4.8864 -2.0669
C 3.2564 -3.6046 -2.5018
C 2.9300 -2.5293 -1.6312
S 2.7388 -0.9222 -2.1689
H 2.8619 -4.2501 1.2041
H 3.4901 -6.1531 -0.2955
H 3.7086 -5.6716 -2.7730
H 3.3387 -3.3482 -3.5483
N 1.6190 4.0505 1.6664
C 2.1013 3.0577 0.8311
N 3.2839 3.3766 0.1846
O 1.5410 2.0000 0.6762
H 2.3119 4.5772 2.1724
H 0.8444 3.7287 2.2269
H 3.3783 4.3379 -0.1005
H 3.5083 2.7030 -0.5340
*
```